Density functional theory data (ωB97M-V with the def2-TZVPD basis set) for 6 unconnected molecules or ions with the total composition C39H63NO11S6.

Bonds (Å) are listed after each position.
Geometry (Å):
1 C 1.3893 -3.0477 1.1923  C78 1.387, H80 1.085, C97 1.395
2 O -8.3452 -5.6603 5.2115  S96 1.439
3 H -1.1646 1.9499 5.4611  C44 1.089
4 C 1.2725 3.8063 -2.5761  C31 1.532, H33 1.086, S43 1.795, H87 1.089
5 C -0.9339 -2.8284 0.6405  C78 1.385, C98 1.387, N99 1.441
6 S 3.6381 -2.5581 -3.8605  O12 1.442, C32 1.791, O65 1.439, C91 1.801
7 H -7.3194 -6.2065 2.7579  C63 1.087
8 H 3.4965 -3.3188 -6.0951  C91 1.088
9 H -0.6727 2.0541 -4.8015  C16 1.089
10 H -4.5298 0.9134 -0.8933  C105 1.097
11 H -5.9886 1.3236 0.0365  C105 1.091
12 O 2.4586 -1.8162 -4.2329  S6 1.442
13 C 5.2819 -0.9416 -0.1949  H23 1.089, C72 1.535, H92 1.092, C114 1.525
14 H 3.6683 8.7127 -2.8201  C110 1.089
15 H -4.0850 -4.1207 2.2608  C57 1.084
16 C -0.3673 2.4484 -3.8336  H9 1.089, H17 1.093, C31 1.536, C48 1.526
17 H -1.2552 2.8509 -3.3394  C16 1.093
18 H 3.7613 6.9829 -2.4905  C110 1.092
19 C -3.2556 -1.1532 0.8899  C28 1.394, C54 1.398, S77 1.772
20 C 0.6951 2.2809 4.3887  H30 1.088, C44 1.525, S93 1.791, H111 1.090
21 C 0.5397 2.1326 6.8223  H42 1.089, C44 1.536, H45 1.092, C56 1.534
22 C -5.0788 -0.8790 2.4018  C54 1.390, H108 1.084, C119 1.387
23 H 5.8209 -1.3439 -1.0513  C13 1.089
24 C 3.9698 -5.0283 -4.8134  C38 1.536, H79 1.089, C91 1.534, H116 1.092
25 H 6.1813 6.5440 -5.4561  C75 1.087
26 H 0.2923 4.4549 -4.4038  C31 1.089
27 H 2.3723 0.9479 6.9841  C56 1.088
28 C -3.2236 -2.5192 1.1641  C19 1.394, C57 1.384, N99 1.441
29 H -11.1881 -4.4471 2.2032  C115 1.089
30 H 0.5594 1.7983 3.4227  C20 1.088
31 C 0.7021 3.5425 -3.9729  C4 1.532, C16 1.536, H26 1.089, H118 1.089
32 C 3.1468 -3.9144 -2.7992  S6 1.791, C38 1.525, H83 1.089, H85 1.088
33 H 2.3251 4.0740 -2.6041  C4 1.086
34 H 5.1764 -3.3253 -5.5033  C91 1.087
35 H 6.0733 7.6937 -2.9577  C71 1.089
36 H 5.7756 5.5614 -4.0281  C75 1.088
37 H 2.7970 -6.0104 -3.2486  C38 1.089
38 C 2.8461 -5.0541 -3.7671  C24 1.536, C32 1.525, H37 1.089, H120 1.092
39 H 5.7806 -2.2618 1.4637  C72 1.093
40 H 7.1404 -1.2834 0.8991  C72 1.091
41 H -5.7627 -2.6560 3.3962  C119 1.084
42 H 0.1632 1.5866 7.6861  C21 1.089
43 S 1.0936 2.2686 -1.6681  C4 1.795, C48 1.790, O66 1.441, O103 1.446
44 C -0.1173 1.6571 5.5180  H3 1.089, C20 1.525, C21 1.536, H100 1.092
45 H 0.3160 3.1896 6.9789  C21 1.092
46 H 1.0211 0.7985 -3.5071  C48 1.091
47 O 3.1405 3.2803 4.6429  S93 1.440
48 C 0.2596 1.3611 -2.9658  C16 1.526, S43 1.790, H46 1.091, H73 1.088
49 H 3.4416 -1.6761 1.9533  C67 1.095
50 H -10.5738 -4.4859 4.5299  C89 1.088
51 H -0.0623 -4.6407 1.3433  C78 1.084
52 H -9.7948 -3.4650 1.7712  C115 1.092
53 H -2.4848 -3.3057 -0.4950  N99 1.021
54 C -4.1813 -0.3075 1.5074  C19 1.398, C22 1.390, C69 1.502
55 H -7.3622 -4.5650 2.0558  C63 1.091
56 C 2.0540 1.9397 6.6695  C21 1.534, H27 1.088, H82 1.087, S93 1.801
57 C -4.1279 -3.0560 2.0633  H15 1.084, C28 1.384, C119 1.388
58 O 3.3722 4.8531 -4.7402  S106 1.443
59 H -3.1451 1.4893 1.0826  C69 1.097
60 O 2.8655 0.8010 4.4263  S93 1.440
61 H 2.0131 7.1366 -4.2076  C90 1.088
62 H 5.5533 8.5742 -4.3883  C71 1.092
63 C -7.9154 -5.3054 2.6348  H7 1.087, H55 1.091, C81 1.525, S96 1.790
64 H 2.6988 0.8169 0.4212  C101 1.088
65 O 4.7894 -1.8904 -3.3143  S6 1.439
66 O 2.3882 1.6836 -1.4256  S43 1.441
67 C 3.0520 -1.1731 1.0621  H49 1.095, C97 1.519, C101 1.531, C114 1.536
68 C 0.5842 -0.9382 0.4129  H88 1.085, C97 1.393, C98 1.390
69 C -4.1849 1.1665 1.2201  C54 1.502, H59 1.097, H102 1.091, C105 1.527
70 O -4.7817 2.9000 -0.3948  C105 1.422, H117 0.964
71 C 5.3536 7.6940 -3.7744  H35 1.089, H62 1.092, C75 1.534, C110 1.535
72 C 6.0649 -1.2777 1.0814  C13 1.535, H39 1.093, H40 1.091, H104 1.092
73 H -0.4619 0.6803 -2.5178  C48 1.088
74 H 3.9603 0.7298 1.7154  C101 1.087
75 C 5.4908 6.4253 -4.6254  H25 1.087, H36 1.088, C71 1.534, S106 1.799
76 H -9.7535 -6.4279 2.5226  C81 1.092
77 S -2.0520 -0.5355 -0.2551  C19 1.772, C98 1.771
78 C 0.1235 -3.6045 1.0860  C1 1.387, C5 1.385, H51 1.084
79 H 3.7457 -5.6713 -5.6633  C24 1.089
80 H 2.2044 -3.6719 1.5442  C1 1.085
81 C -9.3047 -5.5491 2.0548  C63 1.525, H76 1.092, H109 1.089, C115 1.535
82 H 2.6336 2.6969 7.1909  C56 1.087
83 H 3.9947 -4.1471 -2.1559  C32 1.089
84 H 3.2921 -1.1516 -1.0454  C114 1.095
85 H 2.2953 -3.6025 -2.1978  C32 1.088
86 O 3.8466 6.3119 -6.7173  S106 1.439
87 H 0.7076 4.5650 -2.0361  C4 1.089
88 H 0.6616 0.1053 0.1242  C68 1.085
89 C -9.8766 -3.9712 3.8720  H50 1.088, S96 1.799, H107 1.087, C115 1.534
90 C 3.0235 7.4467 -4.4642  H61 1.088, S106 1.791, C110 1.525, H113 1.090
91 C 4.1464 -3.5713 -5.2596  S6 1.801, H8 1.088, C24 1.534, H34 1.087
92 H 5.2040 0.1426 -0.3012  C13 1.092
93 S 2.3972 2.0750 4.9068  C20 1.791, O47 1.440, C56 1.801, O60 1.440
94 H 2.2661 0.5205 2.1038  C101 1.089
95 O -7.3304 -3.4934 4.4729  S96 1.443
96 S -8.2322 -4.5970 4.2479  O2 1.439, C63 1.790, C89 1.799, O95 1.443
97 C 1.6439 -1.7116 0.8803  C1 1.395, C67 1.519, C68 1.393
98 C -0.6800 -1.5065 0.3045  C5 1.387, C68 1.390, S77 1.771
99 N -2.2638 -3.3652 0.5005  C5 1.441, C28 1.441, H53 1.021
100 H -0.0692 0.5682 5.4515  C44 1.092
101 C 3.0206 0.3323 1.3407  H64 1.088, C67 1.531, H74 1.087, H94 1.089
102 H -4.5814 1.7509 2.0522  C69 1.091
103 O 0.1721 2.4780 -0.5733  S43 1.446
104 H 5.8832 -0.5565 1.8806  C72 1.092
105 C -4.9213 1.5225 -0.0696  H10 1.097, H11 1.091, C69 1.527, O70 1.422
106 S 3.8542 6.0947 -5.2950  O58 1.443, C75 1.799, O86 1.439, C90 1.791
107 H -9.8932 -2.9042 4.0777  C89 1.087
108 H -5.7983 -0.2470 2.9103  C22 1.084
109 H -9.2600 -5.7260 0.9815  C81 1.089
110 C 3.9087 7.7455 -3.2584  H14 1.089, H18 1.092, C71 1.535, C90 1.525
111 H 0.5088 3.3510 4.3018  C20 1.090
112 H 3.8994 -2.6128 -0.2625  C114 1.097
113 H 2.9933 8.2850 -5.1595  C90 1.090
114 C 3.8698 -1.5188 -0.1912  C13 1.525, C67 1.536, H84 1.095, H112 1.097
115 C -10.1266 -4.2977 2.3941  H29 1.089, H52 1.092, C81 1.535, C89 1.534
116 H 4.8953 -5.3912 -4.3624  C24 1.092
117 H -3.8436 3.1153 -0.3420  O70 0.964
118 H 1.4971 3.2007 -4.6334  C31 1.089
119 C -5.0572 -2.2355 2.6885  C22 1.387, H41 1.084, C57 1.388
120 H 1.8825 -4.8845 -4.2521  C38 1.092

E, eV: -130488.2352
Relative energy (zero: lowest compared OMol25 entry of this formula, charge and spin), kcal per mole: 0.00
Total charge: 0
Lowest unoccupied orbital energy, eV: 0.48
Orbital gap, Eh: 0.3101

Mulliken population analysis, charges in e, atoms 1 to 5:
1. C -0.376
2. O -0.680
3. H 0.375
4. C -0.816
5. C -0.443